(1)
Entry from OMol25: C55H53N2O2P2STeV as an isolated structure (ωB97M-V/def2-TZVPD).

Atoms and positions in Å:
V: -0.596 1.313 -0.668
C: 1.237 0.503 2.777
N: 2.527 0.714 2.167
C: 2.584 1.518 0.985
P: 1.674 0.898 -0.550
C: 1.951 -0.891 -0.646
C: 3.020 -1.452 -0.053
C: 3.389 -2.818 -0.322
C: 2.683 -3.546 -1.186
C: 1.434 -3.082 -1.878
C: 1.057 -1.605 -1.603
C: 2.870 1.523 -1.781
C: 3.661 0.666 -2.537
C: 4.563 1.182 -3.450
C: 4.676 2.549 -3.623
C: 3.871 3.407 -2.890
C: 2.972 2.901 -1.971
C: 3.674 0.309 2.851
C: 3.577 -0.287 4.114
C: 4.698 -0.766 4.767
C: 5.954 -0.660 4.198
C: 6.069 -0.044 2.966
C: 4.955 0.430 2.300
P: -0.203 1.194 1.823
C: -1.565 0.388 2.735
C: -1.581 -1.010 2.749
C: -2.623 -1.698 3.342
C: -3.683 -1.002 3.905
C: -3.694 0.382 3.860
C: -2.647 1.076 3.277
C: -0.143 2.924 2.409
C: -0.317 3.240 3.756
C: -0.220 4.552 4.183
C: 0.086 5.559 3.280
C: 0.281 5.252 1.942
C: 0.149 3.945 1.503
H: 1.180 0.966 3.778
H: 1.065 -0.578 2.898
H: 3.619 1.662 0.666
H: 2.167 2.525 1.177
H: 3.652 -0.882 0.609
H: 4.262 -3.211 0.174
H: 2.949 -4.568 -1.408
H: 1.651 -3.140 -2.947
H: 1.096 -1.043 -2.543
H: 3.587 -0.404 -2.409
H: 5.180 0.508 -4.024
H: 5.396 2.947 -4.321
H: 3.953 4.472 -3.040
H: 2.338 3.573 -1.400
H: 2.627 -0.387 4.612
H: 4.579 -1.227 5.736
H: 6.824 -1.042 4.705
H: 7.037 0.075 2.505
H: 5.118 0.889 1.337
H: -0.777 -1.569 2.286
H: -2.614 -2.778 3.361
H: -4.498 -1.534 4.373
H: -4.524 0.929 4.283
H: -2.678 2.155 3.253
H: -0.519 2.454 4.475
H: -0.365 4.785 5.228
H: 0.193 6.577 3.624
H: 0.539 6.033 1.243
H: 0.268 3.716 0.442
S: 0.035 1.507 -2.622
C: -1.336 -8.079 -0.965
C: -0.809 -6.695 -1.177
C: -0.465 -5.876 -0.117
C: 0.170 -4.654 -0.308
C: 0.609 -3.925 0.928
C: 0.432 -4.201 -1.606
Te: -1.059 -1.191 -1.000
C: -0.010 -4.979 -2.688
C: 0.172 -4.544 -4.113
C: -0.604 -6.208 -2.459
H: -1.766 -8.193 0.026
H: -0.519 -8.793 -1.065
H: -2.087 -8.325 -1.712
H: -0.632 -6.220 0.893
H: 1.542 -4.355 1.294
H: -0.142 -4.045 1.707
H: 0.764 -2.867 0.733
H: -0.162 -3.518 -4.246
H: -0.414 -5.186 -4.765
H: 1.217 -4.616 -4.413
H: -0.886 -6.826 -3.299
C: -2.341 -0.635 -5.082
O: -2.642 -0.111 -3.803
C: -2.807 1.236 -3.703
C: -2.383 2.162 -4.645
C: -2.563 3.516 -4.417
C: -3.220 3.955 -3.278
C: -3.670 3.045 -2.339
C: -3.447 1.679 -2.522
N: -3.921 0.666 -1.686
C: -4.382 0.718 -0.437
C: -4.188 1.776 0.474
C: -5.206 2.104 1.391
C: -5.162 3.260 2.123
C: -4.085 4.139 1.961
C: -3.013 3.796 1.173
C: -2.990 2.572 0.475
O: -1.939 2.126 -0.116
H: -3.105 -0.331 -5.805
H: -2.350 -1.717 -4.966
H: -1.358 -0.311 -5.429
H: -1.865 1.843 -5.534
H: -2.176 4.232 -5.126
H: -3.391 5.009 -3.119
H: -4.219 3.401 -1.480
H: -3.965 -0.229 -2.170
H: -5.017 -0.108 -0.142
H: -6.063 1.451 1.437
H: -5.970 3.518 2.791
H: -4.082 5.086 2.481
H: -2.181 4.475 1.069

Values from the calculation:
Kohn-Sham gap (spin up / spin down) ... 5.09 / 5.26 eV
Lowest unoccupied orbital energy (spin up / spin down) ... -3.94 / -3.93 eV
Charge ... +1
E_HOMO (spin up / spin down) ... -9.03 / -9.19 eV
Spin multiplicity ... 2

(2)
Entry from OMol25: C55H59BF4GeN2O2Ru as an isolated structure (ωB97M-V/def2-TZVPD).

Atoms and positions in Å:
Ru: -0.899 0.544 -0.307
C: 0.479 3.525 -0.214
C: 1.064 3.623 1.196
C: 0.040 3.693 2.332
C: 2.041 2.492 1.419
C: 3.377 2.837 1.539
C: 4.357 1.881 1.718
C: 3.982 0.553 1.777
C: 2.657 0.159 1.705
C: 2.333 -1.318 1.771
C: 3.229 -2.058 2.769
C: 2.460 -1.925 0.373
C: 1.648 1.138 1.514
N: 0.313 0.758 1.433
C: -0.266 0.149 2.479
C: -1.514 -0.574 2.372
N: -2.167 -0.717 1.215
C: -3.234 -1.588 1.103
C: -4.546 -1.088 0.948
C: -5.603 -1.968 0.803
C: -5.403 -3.336 0.799
C: -4.120 -3.833 0.936
C: -3.038 -2.987 1.106
C: -1.650 -3.564 1.233
C: -1.580 -4.667 2.290
C: -1.185 -4.061 -0.136
C: -4.775 0.404 0.904
C: -6.103 0.832 1.532
C: -4.692 0.846 -0.559
C: -1.849 -1.066 3.686
C: -2.898 -1.794 4.246
C: -2.853 -2.094 5.604
C: -1.819 -1.700 6.440
C: -0.750 -0.937 5.920
C: 0.359 -0.415 6.622
C: 1.306 0.347 5.956
C: 1.233 0.621 4.591
C: 0.165 0.107 3.857
C: -0.807 -0.651 4.555
H: -0.283 4.280 -0.393
H: 0.066 2.524 -0.416
H: 1.274 3.677 -0.941
H: 1.640 4.560 1.224
H: -0.542 2.779 2.407
H: -0.627 4.544 2.201
H: 0.565 3.827 3.277
H: 3.655 3.882 1.492
H: 5.399 2.156 1.806
H: 4.758 -0.188 1.894
H: 1.300 -1.449 2.101
H: 4.230 -2.219 2.367
H: 2.800 -3.031 3.001
H: 3.306 -1.494 3.697
H: 3.465 -1.775 -0.022
H: 1.746 -1.439 -0.300
H: 2.242 -2.992 0.395
H: -6.611 -1.585 0.706
H: -6.247 -4.008 0.695
H: -3.962 -4.904 0.918
H: -0.973 -2.764 1.540
H: -2.163 -5.542 2.008
H: -1.953 -4.296 3.242
H: -0.546 -4.978 2.427
H: -1.855 -4.832 -0.514
H: -0.178 -4.469 -0.075
H: -1.186 -3.228 -0.836
H: -3.963 0.885 1.458
H: -6.945 0.580 0.887
H: -6.107 1.910 1.686
H: -6.250 0.340 2.494
H: -5.440 0.327 -1.157
H: -3.712 0.572 -0.953
H: -4.853 1.918 -0.668
H: -3.740 -2.117 3.653
H: -3.672 -2.661 6.032
H: -1.838 -1.958 7.493
H: 0.461 -0.603 7.684
H: 2.141 0.750 6.524
H: 2.000 1.220 4.122
O: -2.382 2.419 0.666
H: -2.873 2.677 -0.124
H: -1.766 3.138 0.835
O: -2.272 -0.504 -2.506
H: -2.529 0.334 -2.906
H: -1.299 -0.556 -2.594
F: -3.638 2.713 -3.346
B: -2.608 3.301 -2.648
F: -3.111 4.013 -1.566
F: -1.868 4.120 -3.462
F: -1.782 2.269 -2.131
C: 0.396 -0.157 -1.508
Ge: 1.551 0.349 -2.961
C: 2.696 1.999 -2.961
C: 3.473 2.283 -1.843
C: 4.287 3.400 -1.809
C: 4.335 4.257 -2.896
C: 3.555 3.994 -4.009
C: 2.738 2.879 -4.034
C: 2.938 -1.098 -3.074
C: 2.501 -2.418 -3.109
C: 3.397 -3.469 -3.134
C: 4.759 -3.219 -3.109
C: 5.211 -1.911 -3.080
C: 4.305 -0.865 -3.069
C: 0.821 0.342 -4.844
C: 1.298 -0.541 -5.803
C: 0.876 -0.466 -7.118
C: -0.042 0.500 -7.496
C: -0.548 1.370 -6.545
C: -0.126 1.283 -5.231
H: 3.435 1.610 -0.997
H: 4.877 3.613 -0.929
H: 4.989 5.120 -2.881
H: 3.578 4.668 -4.856
H: 2.136 2.678 -4.907
H: 1.436 -2.614 -3.099
H: 3.035 -4.488 -3.161
H: 5.467 -4.040 -3.110
H: 6.275 -1.707 -3.066
H: 4.667 0.155 -3.036
H: 2.023 -1.294 -5.519
H: 1.258 -1.163 -7.854
H: -0.360 0.576 -8.529
H: -1.280 2.115 -6.824
H: -0.524 1.969 -4.497

Values from the calculation:
Kohn-Sham gap (spin up / spin down) ... 3.81 / 6.34 eV
Lowest unoccupied orbital energy (spin up / spin down) ... 4.07 / 4.06 eV
Charge ... -2
E_HOMO (spin up / spin down) ... 0.25 / -2.27 eV
Spin multiplicity ... 5

Q: The highest charge belongs to which entry?
A: C55H53N2O2P2STeV

Q: Which of these has the highest charge?
A: C55H53N2O2P2STeV

Q: Which value of spin multiplicity does entry 2 give?
A: 5